No. 1
ORCA calculation (ωB97M-V with the def2-TZVPD basis set) on 2 unconnected molecules or ions with the total composition C6H12O4 at a distorted geometry.

Output
HOMO-LUMO gap (eV): 10.9
Energy relative to the best compared isomer or geometry (same formula, charge and spin) (kJ/mol): 61.41
Calculated total energy (eV): -14606.5757
LUMO level (Ha): 0.014
Structure (SMILES): CCC(=O)O.CCC(=O)O
HOMO energy (Ha): -0.386

Geometry as ORCA input:
```
! wB97M-V def2-TZVPD RIJCOSX def2/J DEFGRID3
* xyz 0 1
O 4.211 -9.741 -13.043
O 7.059 -3.547 -9.627
O 3.926 -10.455 -15.145
O 5.438 -2.157 -10.361
C 3.673 -13.259 -14.406
C 6.110 -3.315 -10.302
C 5.433 -5.800 -10.646
C 4.202 -12.199 -13.460
C 5.312 -4.361 -11.086
C 4.089 -10.731 -13.972
H 3.983 -13.194 -15.463
H 6.290 -6.295 -11.133
H 4.516 -6.363 -10.890
H 3.699 -12.394 -12.493
H 5.498 -4.383 -12.177
H 4.753 -2.037 -11.074
H 5.584 -5.828 -9.554
H 5.291 -12.324 -13.304
H 4.246 -4.102 -10.931
H 2.582 -13.109 -14.350
H 3.909 -14.270 -14.032
H 4.294 -10.051 -12.100
*
```

No. 2
ORCA calculation (ωB97M-V with the def2-TZVPD basis set) on a molecular structure, C2HBr3ClF at a distorted geometry.

Output
HOMO-LUMO gap (alpha / beta) (eV): 8.0 / 9.2
Energy relative to the best compared isomer or geometry (same formula, charge and spin) (kJ/mol): 0.00
Calculated total energy (eV): -227453.4324
LUMO level (alpha / beta) (Ha): -0.005 / -0.051
HOMO energy (alpha / beta) (Ha): -0.301 / -0.389

Geometry as ORCA input:
```
! wB97M-V def2-TZVPD RIJCOSX def2/J DEFGRID3
* xyz 0 3
Br -1.800 -1.767 1.370
Br -1.755 -0.668 -1.568
Br -1.706 1.458 0.797
Cl 1.574 1.776 0.422
F 1.842 -0.056 -1.470
C 1.822 0.209 -0.149
C -1.401 -0.339 0.245
H 1.423 -0.614 0.353
*
```

No. 3
ORCA calculation (ωB97M-V with the def2-TZVPD basis set) on 3 unconnected molecules or ions with the total composition C2H11N2O2 at a distorted geometry.

Output
HOMO-LUMO gap (eV): 10.5
Energy relative to the best compared isomer or geometry (same formula, charge and spin) (kJ/mol): 197.31
Calculated total energy (eV): -9320.2614
LUMO level (Ha): -0.130
HOMO energy (Ha): -0.516

Geometry as ORCA input:
```
! wB97M-V def2-TZVPD RIJCOSX def2/J DEFGRID3
* xyz 1 1
O -1.497 -4.109 -0.783
O 2.286 -0.624 0.811
N 0.924 0.846 -1.208
N -0.382 1.462 0.545
C -1.548 2.030 1.200
C 0.031 1.758 -0.694
H -1.396 -4.705 -0.017
H 2.181 -1.589 0.910
H -2.530 1.364 1.145
H -0.479 2.513 -1.220
H 3.269 -0.751 0.859
H -1.644 2.938 0.534
H 0.259 0.701 0.914
H -1.980 -4.758 -1.274
H -1.490 2.041 2.350
H 1.350 1.075 -2.223
H 1.453 0.162 -0.593
*
```

No. 4
ORCA calculation (ωB97M-V with the def2-TZVPD basis set) on CH3ClN2O2 in the gas phase at a distorted geometry.

Output
HOMO-LUMO gap (eV): 10.8
Energy relative to the best compared isomer or geometry (same formula, charge and spin) (kJ/mol): 313.10
Calculated total energy (eV): -20677.7196
LUMO level (Ha): 0.023
Structure (SMILES): CO/[N+]([O-])=N/Cl
HOMO energy (Ha): -0.375

Geometry as ORCA input:
```
! wB97M-V def2-TZVPD RIJCOSX def2/J DEFGRID3
* xyz 0 1
Cl 2.510 -1.709 -0.675
O 1.477 -0.450 1.586
O -0.216 0.529 0.761
N 0.874 -0.341 0.562
N 1.123 -0.789 -0.577
C -1.260 0.692 -0.221
H -0.796 0.867 -1.270
H -1.998 1.512 0.182
H -1.715 -0.311 -0.348
*
```

- energy relative to the best compared isomer or geometry (same formula, charge and spin) of number 2 (C2HBr3ClF)?
  0.00 kJ/mol